*P*
# C7H10NOP

One molecule with the formula C7H10NOP (ωB97M-V/def2-TZVPD, OMol25).

Each line ends with the Löwdin charge.
CARTESIAN COORDINATES (ANGSTROEM)
C (-2.7462, 1.0723, -0.5009)  -0.133
C (-2.5794, -0.1661, -0.9625)  -0.104
C (-1.7342, 1.8737, -0.0557)  -0.079
C (-1.2817, -0.6654, -1.1160)  -0.127
C (-0.4610, 1.3629, -0.0127)  -0.062
C (-0.2289, 0.0686, -0.5992)  -0.426
C (1.3195, -1.8814, 0.6760)  -0.253
N (2.4151, 0.5395, -0.0649)  -0.315
O (2.5673, 2.0539, -0.1213)  -0.129
P (1.3936, -0.7219, -0.8454)  0.940
H (-3.7505, 1.2073, -0.2420)  0.093
H (-3.5093, -0.6864, -1.1852)  0.110
H (-1.8688, 2.7986, 0.4656)  0.102
H (-0.9657, -1.7361, -1.2208)  0.103
H (0.3949, 1.7286, 0.5360)  0.083
H (0.5053, -1.7599, 1.3423)  0.029
H (1.3660, -2.8503, 0.2055)  0.012
H (2.1684, -1.8896, 1.2871)  0.003
H (2.6985, 2.3524, -1.0200)  0.063
H (3.3396, 0.1308, 0.2995)  0.089

Results
structure (SMILES): CP(NO)c1ccccc1
total charge: 0
HOMO: -8.11 eV
spin multiplicity: 1


*Q*
# C7H10NOP

C7H10NOP as an isolated structure (ωB97M-V/def2-TZVPD, OMol25).

Each line ends with the Löwdin charge.
CARTESIAN COORDINATES (ANGSTROEM)
C (-3.1688, -0.4125, 0.8636)  -0.209
C (-1.7599, -0.7011, 1.1987)  -0.145
C (-3.3823, 0.3739, -0.2074)  -0.321
C (-0.9515, -0.3396, 0.1490)  -0.333
C (0.8132, -1.0586, -0.1275)  -0.400
C (3.0648, -0.5415, -0.4171)  -0.025
C (1.3420, 1.3113, -0.2070)  -0.055
N (1.6810, -0.1049, -0.1154)  -0.195
O (0.9686, -2.2652, -0.1825)  0.043
P (-1.9282, 0.2497, -1.2210)  0.925
H (-3.8515, -0.6543, 1.6584)  0.090
H (-1.4568, -1.2151, 2.1639)  0.122
H (-4.2965, 0.8096, -0.3200)  0.026
H (3.5603, 0.0255, 0.3300)  0.066
H (3.2611, -1.6775, -0.1920)  0.131
H (3.3492, -0.3085, -1.4755)  0.104
H (2.1225, 1.6954, -0.9445)  0.098
H (0.2114, 1.4939, -0.3635)  0.053
H (1.7880, 1.8362, 0.7282)  0.111
H (-1.3668, 1.4831, -1.3184)  -0.086

Results
total charge: 0
HOMO: -8.70 eV
spin multiplicity: 1


Most stable pick: *P*. Distance to second place: 6.6 kJ/mol.


*P*
# C3H3ClO2

A 2-piece molecular cluster, C3H3ClO2 overall (ωB97M-V/def2-TZVPD, OMol25).

Each line ends with the Löwdin charge.
CARTESIAN COORDINATES (ANGSTROEM)
C (0.6645, 1.0543, 1.4515)  -0.024
C (1.8158, 0.4034, 1.3272)  -0.251
C (-1.4171, -0.8112, -1.6638)  -0.650
O (2.7955, -0.2698, 1.2271)  0.122
O (-1.1203, -0.2504, -0.6466)  -0.012
Cl (-0.6486, -2.3167, -2.1681)  0.611
H (0.0371, 1.4819, 2.3141)  0.092
H (0.0063, 1.2201, 0.5606)  0.041
H (-2.1331, -0.5116, -2.4019)  0.072

Results
structure (SMILES): C=C=O.O=CCl
total charge: 0
HOMO: -9.03 eV
spin multiplicity: 1


*Q*
# C3H3ClO2

One molecule with the formula C3H3ClO2 (ωB97M-V/def2-TZVPD, OMol25).

Each line ends with the Löwdin charge.
CARTESIAN COORDINATES (ANGSTROEM)
C (1.2254, 0.9990, -0.4149)  -0.345
C (0.8131, 1.6873, -2.0103)  -0.794
C (-0.1063, 0.6718, 0.2338)  -0.021
O (2.3634, 0.9515, -0.0125)  0.092
O (-0.1139, 1.2801, -2.6555)  0.033
Cl (2.0130, 2.7295, -2.5689)  0.757
H (-0.6061, 1.5588, -0.1568)  0.075
H (-0.0046, 0.6519, 1.3009)  0.073
H (-0.7770, -0.2148, -0.0692)  0.129

Results
structure (SMILES): CC(=O)C(=O)Cl
total charge: 0
HOMO: -9.85 eV
spin multiplicity: 1


Most stable pick: *Q*. Distance to second place: 65.1 kJ/mol.


*P*
# C2H5NO3S3

One molecule with the formula C2H5NO3S3 (ωB97M-V/def2-TZVPD, OMol25).

Each line ends with the Löwdin charge.
CARTESIAN COORDINATES (ANGSTROEM)
C (-0.9636, -0.1585, 0.2523)  -0.647
C (-0.1935, 0.1986, -0.9667)  -0.350
N (1.0996, 0.7100, -0.6080)  0.001
O (0.1495, 0.2658, 2.5496)  -0.270
O (-1.3779, -1.5542, 2.3230)  -0.157
O (0.9589, -1.6946, 1.3500)  -0.239
S (-2.4381, 0.5723, 0.4738)  0.515
S (-3.5880, 0.8869, 2.0199)  0.193
S (-0.1224, -0.8112, 1.6395)  0.559
H (-0.8280, 0.9317, -1.5040)  0.111
H (-0.0121, -0.7566, -1.4892)  0.137
H (1.6229, -0.1604, -0.3712)  0.084
H (1.2287, 1.4638, 0.1195)  0.122
H (-1.8687, -0.9114, 2.7241)  -0.058

Results
total charge: 0
HOMO (spin up / spin down): -9.49 / -9.49 eV
spin multiplicity: 1


*Q*
# C2H5NO3S3

A 2-piece molecular cluster, C2H5NO3S3 overall (ωB97M-V/def2-TZVPD, OMol25).

Each line ends with the Löwdin charge.
CARTESIAN COORDINATES (ANGSTROEM)
C (-0.0628, 0.8288, 0.2785)  -0.792
C (-1.5485, 0.8694, 0.1239)  -0.335
N (-2.1027, -0.2378, -0.6005)  -0.003
O (0.7188, -1.1533, -1.2072)  -0.276
O (1.9889, -0.7707, 0.8803)  -0.264
O (-0.2340, -1.7187, 0.9943)  -0.263
S (0.9658, 2.0531, 0.3189)  0.799
S (4.4535, 0.2524, -0.5122)  0.393
S (0.5948, -0.8793, 0.1923)  0.508
H (-1.8340, 1.8037, -0.3752)  0.117
H (-1.9927, 0.8854, 1.1278)  0.135
H (-2.0655, -1.0993, -0.0692)  0.062
H (-1.6357, -0.3839, -1.4877)  0.074
H (2.7541, -0.4498, 0.3360)  -0.154

Results
total charge: 0
HOMO (spin up / spin down): -9.25 / -9.25 eV
spin multiplicity: 1


Most stable pick: *P*. Distance to second place: 149.7 kJ/mol.


*P*
# C5H15N3

An isolated ion of composition C5H15N3 and charge +2 (ωB97M-V/def2-TZVPD, OMol25).

Each line ends with the Löwdin charge.
CARTESIAN COORDINATES (ANGSTROEM)
C (0.8836, 1.0303, -0.5919)  -0.221
C (-1.1393, 0.9382, 1.3414)  0.001
C (-1.3671, -0.2618, -0.8427)  -0.075
C (0.5679, -2.2179, 0.1585)  0.019
C (-0.4807, 0.0607, 0.2754)  -0.360
N (1.5719, 1.9063, 0.0506)  0.193
N (0.9948, 0.8475, -1.9053)  0.215
N (0.0362, -1.1716, 0.9917)  0.058
H (-0.3203, 1.4502, 2.0320)  0.133
H (-1.7996, 0.3941, 1.9938)  0.107
H (-1.5662, 1.8169, 0.9515)  0.092
H (-2.2158, -0.8315, -0.4345)  0.124
H (-1.0527, -1.0326, -1.6333)  0.123
H (-1.7589, 0.6820, -1.4965)  0.189
H (1.4914, -1.8184, -0.1670)  0.116
H (0.8610, -3.0515, 0.6329)  0.087
H (-0.0794, -2.6517, -0.5256)  0.104
H (1.4437, 2.0059, 1.1304)  0.179
H (2.1804, 2.6598, -0.4679)  0.220
H (0.1270, 0.3995, -2.2353)  0.103
H (1.6334, 1.2015, -2.5923)  0.154
H (-0.7600, -1.4543, 1.4886)  0.152
H (0.7488, -0.9016, 1.8455)  0.284

Results
structure (SMILES): C[NH2+]C(C)(C)C(N)=[NH2+]
total charge: +2
HOMO: -19.39 eV
spin multiplicity: 1


*Q*
# C5H15N3

An isolated ion of composition C5H15N3 and charge +2 (ωB97M-V/def2-TZVPD, OMol25).

Each line ends with the Löwdin charge.
CARTESIAN COORDINATES (ANGSTROEM)
C (-1.9748, 1.1237, 0.3717)  -0.010
C (-0.4832, 1.3014, 0.5270)  -0.327
C (0.2420, 0.0845, 1.0698)  -0.100
C (0.3607, -0.9657, -0.0451)  -0.310
C (1.1919, -0.7500, -1.0924)  -0.074
N (1.4355, -1.5984, -2.2739)  0.219
N (-0.5445, -1.9737, 0.0233)  0.167
N (-0.0649, 2.4691, 1.4340)  0.228
H (-2.4190, 2.0968, 0.1548)  0.104
H (-2.0284, 0.5301, -0.5493)  0.102
H (-2.4799, 0.5128, 1.1313)  0.109
H (-0.0356, 1.5455, -0.4443)  0.150
H (-0.1897, -0.4181, 1.9515)  0.143
H (1.2255, 0.1903, 1.5665)  0.146
H (1.8966, 0.0751, -1.1178)  0.133
H (1.5268, -0.9623, -3.0728)  0.183
H (0.7015, -2.2922, -2.4046)  0.169
H (2.3725, -1.9997, -2.1680)  0.186
H (-1.3031, -1.9688, 0.6813)  0.123
H (-0.6272, -2.6734, -0.6873)  0.111
H (0.9504, 2.5412, 1.5009)  0.175
H (-0.4028, 2.3645, 2.4040)  0.188
H (-0.5277, 3.3741, 1.2715)  0.187

Results
structure (SMILES): C[C@@H]([NH3+])C/C(N)=C/[NH3+]
total charge: +2
HOMO: -16.44 eV
spin multiplicity: 1


Most stable pick: *Q*. Distance to second place: 201.0 kJ/mol.